Record 1
Below is a cluster of 3 separate species, C28H52N4O6S2 in total, with properties calculated with ωB97M-V with the def2-TZVPD basis set.

```
92
Properties=species:S:1:pos:R:3:lowdin_charge:R:1
O -5.535 3.091 -2.070 -0.409
S -4.664 4.239 -1.764 0.995
O -3.952 3.986 -0.261 -0.345
C -3.281 2.706 -0.188 -0.234
C -2.107 2.518 -1.207 -0.123
C -2.692 1.878 -2.529 -0.294
C -1.765 0.794 -3.178 -0.161
C -0.437 1.341 -3.836 -0.188
C -0.244 0.566 -5.214 -0.266
C 0.371 -0.876 -4.901 -0.455
S -0.456 -2.044 -6.064 0.963
C -0.629 -3.648 -5.282 -0.612
N -1.568 -4.490 -5.739 -0.005
N -1.497 -5.667 -5.032 0.038
C -0.513 -5.456 -4.172 -0.194
O 0.085 -4.235 -4.257 0.017
C -3.138 3.033 -3.506 -0.196
O -3.405 4.300 -2.849 -0.351
H -4.053 1.896 -0.220 0.122
H -2.825 2.639 0.839 0.127
H -1.334 1.793 -0.827 0.124
H -1.537 3.469 -1.386 0.120
H -3.638 1.346 -2.235 0.129
H -2.345 0.131 -3.878 0.123
H -1.450 0.110 -2.339 0.112
H -0.396 2.447 -3.965 0.104
H 0.449 1.068 -3.198 0.115
H -1.223 0.430 -5.736 0.081
H 0.433 1.123 -5.910 0.108
H 1.471 -0.774 -5.079 0.086
H 0.182 -1.184 -3.845 0.080
H -0.207 -6.238 -3.453 0.133
H -4.029 2.755 -4.131 0.129
H -2.314 3.233 -4.241 0.122
C 2.225 6.655 1.565 -0.035
C 1.143 5.584 1.307 -0.484
C -0.126 5.912 2.111 -0.136
C 0.009 5.610 3.599 -0.177
C 0.437 4.162 3.806 -0.137
C 1.719 3.797 3.040 -0.484
N 1.681 4.222 1.605 -0.052
O 0.928 3.348 0.954 -0.031
C 2.932 4.433 3.759 -0.044
C 1.964 2.283 3.191 -0.047
C 0.816 5.776 -0.187 -0.042
H 1.801 7.656 1.458 0.089
H 2.666 6.625 2.555 0.052
H 3.041 6.565 0.844 0.090
H -0.972 5.336 1.719 0.121
H -0.393 6.964 1.981 0.124
H 0.720 6.300 4.064 0.106
H -0.952 5.780 4.093 0.115
H 0.577 3.977 4.875 0.126
H -0.384 3.505 3.490 0.123
H 3.821 4.421 3.124 0.094
H 3.181 3.881 4.668 0.083
H 2.753 5.454 4.094 0.060
H 1.124 1.685 2.836 0.076
H 2.106 2.020 4.240 0.085
H 2.862 1.975 2.648 0.092
H 1.670 5.511 -0.815 0.090
H 0.571 6.821 -0.391 0.090
H -0.041 5.184 -0.510 0.061
C -1.312 -5.072 0.726 -0.032
C 0.057 -4.398 0.968 -0.485
C 1.025 -4.747 -0.173 -0.139
C 1.563 -6.172 -0.093 -0.182
C 2.201 -6.418 1.269 -0.137
C 1.256 -6.106 2.441 -0.485
N 0.588 -4.773 2.312 -0.055
O 1.476 -3.851 2.657 -0.019
C 0.198 -7.231 2.546 -0.044
C 2.049 -6.233 3.756 -0.048
C -0.276 -2.897 0.860 -0.047
H -1.648 -4.892 -0.298 0.086
H -1.315 -6.150 0.853 0.053
H -2.071 -4.664 1.397 0.091
H 1.877 -4.059 -0.161 0.126
H 0.536 -4.602 -1.141 0.107
H 0.762 -6.892 -0.288 0.104
H 2.310 -6.323 -0.878 0.114
H 2.536 -7.458 1.328 0.126
H 3.106 -5.803 1.348 0.126
H -0.636 -6.932 3.186 0.095
H 0.630 -8.133 2.985 0.083
H -0.194 -7.550 1.582 0.059
H 2.921 -5.579 3.784 0.078
H 2.425 -7.250 3.881 0.084
H 1.418 -6.005 4.618 0.092
H -0.928 -2.577 1.677 0.089
H -0.800 -2.689 -0.077 0.083
H 0.613 -2.266 0.869 0.078
```

Properties
LUMO (alpha / beta): 0.4 / -0.1 eV
HOMO energy (alpha / beta): -8.93 / -8.98 eV
Expectation value of S²: 2.008
2S+1: 3
HOMO-LUMO gap (alpha / beta): 9.34 / 8.88 eV
Energy relative to the best compared isomer or geometry (same formula, charge and spin): 0.0 kcal/mol


Record 2
Below is a cluster of 6 separate species, C26H40FN5 in total, with properties calculated with ωB97M-V with the def2-TZVPD basis set.

```
72
Properties=species:S:1:pos:R:3:lowdin_charge:R:1
C -4.199 0.982 -1.880 -0.079
C -3.478 2.189 -1.140 -0.254
C -2.249 2.687 -1.840 -0.229
C -2.340 2.999 -3.302 -0.208
N -2.400 3.166 -4.449 0.124
H -4.885 0.572 -1.138 0.055
H -3.482 0.208 -2.155 0.062
H -4.852 1.357 -2.668 0.065
H -3.175 1.905 -0.132 0.076
H -4.145 3.009 -0.873 0.104
H -1.539 1.862 -1.778 0.076
H -1.902 3.583 -1.325 0.087
C 4.709 -3.333 3.729 -0.135
C 3.728 -4.339 3.095 -0.249
C 2.496 -4.834 3.942 -0.218
C 2.834 -5.285 5.314 -0.251
N 3.106 -5.584 6.428 0.106
H 5.462 -3.828 4.342 0.061
H 4.264 -2.656 4.457 0.060
H 5.224 -2.687 3.018 0.063
H 4.328 -5.095 2.588 0.100
H 3.164 -3.809 2.327 0.076
H 1.994 -5.620 3.379 0.096
H 1.814 -3.992 4.063 0.083
C 1.344 -0.929 -6.647 -0.099
C 1.317 0.546 -6.182 -0.323
C 0.252 1.033 -5.307 -0.222
C -0.010 0.388 -3.955 -0.182
N -0.165 -0.123 -2.921 0.166
H 2.262 -1.043 -7.222 0.070
H 0.387 -1.134 -7.128 0.076
H 1.473 -1.453 -5.700 0.067
H 1.138 1.060 -7.126 0.106
H 2.290 0.789 -5.756 0.103
H -0.614 0.831 -5.937 0.115
H 0.331 2.084 -5.032 0.102
C 3.305 4.341 -1.798 -0.139
C 1.883 3.839 -1.560 -0.283
C 1.747 3.353 -0.169 -0.178
C 0.315 3.229 0.300 -0.262
N -0.692 3.161 0.711 0.179
H 3.629 5.239 -1.273 0.070
H 3.561 4.483 -2.848 0.060
H 4.014 3.558 -1.531 0.068
H 1.610 3.158 -2.366 0.105
H 1.167 4.649 -1.704 0.106
H 2.178 4.043 0.557 0.126
H 2.089 2.323 -0.073 0.097
C -3.213 -1.114 5.046 -0.146
C -2.783 -0.946 3.592 -0.267
C -3.613 0.067 2.754 -0.190
C -4.999 -0.298 2.468 -0.239
N -6.113 -0.608 2.271 0.114
H -4.207 -1.562 5.039 0.062
H -3.350 -0.128 5.490 0.068
H -2.651 -1.787 5.694 0.059
H -2.798 -1.903 3.071 0.093
H -1.778 -0.540 3.703 0.092
H -3.172 0.276 1.779 0.084
H -3.629 1.056 3.211 0.115
F 2.500 0.420 1.058 -0.007
C 1.346 -0.351 0.998 -0.265
C 1.289 -1.427 1.867 -0.100
C 0.230 -2.196 1.797 -0.171
C -0.880 -1.947 1.021 -0.155
C -0.912 -0.791 0.273 -0.104
C 0.207 0.037 0.332 -0.055
H 2.082 -1.529 2.593 0.099
H 0.344 -3.150 2.289 0.084
H -1.637 -2.715 0.956 0.081
H -1.785 -0.664 -0.351 0.089
H 0.237 0.921 -0.288 0.061
```

Properties
LUMO (alpha / beta): 2.3 / 2.3 eV
HOMO energy (alpha / beta): 0.61 / -6.53 eV
Expectation value of S²: 0.751
2S+1: 2
Net charge: -1
HOMO-LUMO gap (alpha / beta): 1.70 / 8.85 eV


Record 3
Below is a structure of composition C32H16MoN8S4, with properties calculated with ωB97M-V with the def2-TZVPD basis set.

```
61
Properties=species:S:1:pos:R:3:lowdin_charge:R:1
Mo -0.394 -0.415 0.398 1.371
C -4.012 3.418 -3.541 -0.072
C -3.845 2.384 -4.468 -0.073
C -3.175 1.223 -4.139 -0.006
C -2.646 1.127 -2.857 -0.096
C -1.864 0.119 -2.201 -0.296
N -1.655 -1.086 -2.673 0.220
C -0.832 -1.943 -2.128 -0.264
C -0.485 -3.224 -2.688 -0.097
C -1.034 -3.976 -3.716 -0.005
C -0.428 -5.179 -4.030 -0.073
C 0.704 -5.621 -3.344 -0.073
C 1.272 -4.870 -2.330 -0.004
C 0.671 -3.661 -2.006 -0.095
C 0.996 -2.630 -1.053 -0.279
N 2.139 -2.513 -0.432 0.217
C 2.441 -1.507 0.352 -0.307
N 1.547 -0.570 0.828 -0.136
C 2.187 0.154 1.815 -0.309
N 1.657 1.042 2.621 0.220
C 0.448 1.520 2.511 -0.266
N -0.413 1.212 1.476 -0.083
C -1.334 2.239 1.399 -0.288
N -2.073 2.501 0.355 0.214
C -2.094 1.786 -0.743 -0.326
N -1.470 0.572 -0.960 -0.135
C -2.798 2.179 -1.929 -0.099
C -3.500 3.329 -2.263 -0.006
C -1.221 3.073 2.566 -0.096
C -1.960 4.154 3.024 -0.005
C -1.599 4.712 4.236 -0.073
C -0.519 4.217 4.970 -0.074
C 0.250 3.166 4.505 -0.004
C -0.107 2.596 3.291 -0.094
C 3.565 -0.235 1.869 -0.101
C 4.637 0.262 2.596 -0.006
C 5.872 -0.317 2.389 -0.073
C 6.034 -1.378 1.494 -0.073
C 4.975 -1.879 0.763 -0.006
C 3.730 -1.291 0.948 -0.095
N -0.004 -1.675 -1.059 -0.071
H -4.552 4.305 -3.834 0.103
H -4.247 2.507 -5.462 0.103
H -3.051 0.417 -4.845 0.114
H -1.910 -3.625 -4.237 0.115
H -0.839 -5.790 -4.819 0.103
H 1.139 -6.575 -3.606 0.103
H 2.144 -5.204 -1.791 0.115
H -3.620 4.118 -1.540 0.113
H -2.782 4.536 2.442 0.114
H -2.168 5.541 4.630 0.103
H -0.276 4.676 5.915 0.102
H 1.098 2.793 5.057 0.115
H 4.490 1.084 3.278 0.114
H 6.731 0.061 2.921 0.103
H 7.015 -1.811 1.374 0.102
H 5.097 -2.694 0.068 0.114
S -0.116 -2.096 2.231 0.136
S -1.743 -2.144 3.449 -0.047
S -3.202 -2.393 2.014 -0.049
S -2.870 -0.719 0.909 0.144
```

Properties
LUMO (alpha / beta): -2.4 / -2.2 eV
HOMO energy (alpha / beta): -6.85 / -6.80 eV
HOMO-LUMO gap (alpha / beta): 4.48 / 4.65 eV
Energy relative to the best compared isomer or geometry (same formula, charge and spin): 16.8 kcal/mol


Record 4
Below is a structure of composition C6H9NO, with properties calculated with ωB97M-V with the def2-TZVPD basis set.

```
17
Properties=species:S:1:pos:R:3:lowdin_charge:R:1
C 0.955 -1.159 -0.576 -0.103
C 0.607 -0.124 1.501 -0.167
C -0.617 0.541 0.806 -0.315
C -0.465 -0.567 -1.029 -0.262
C -0.129 0.913 -1.383 -0.083
C 0.076 1.543 -0.278 -0.036
H 1.694 -1.509 -1.386 0.138
H 0.505 -2.033 0.179 0.154
H 1.413 0.381 2.201 0.154
H 0.494 -1.083 2.059 0.112
H -1.666 1.227 1.316 0.218
H -2.155 0.007 0.034 0.067
H -1.088 -1.246 -1.635 0.140
H -0.347 1.513 -2.430 0.160
H 0.385 2.447 -0.079 0.051
N -1.339 -0.484 0.200 -0.014
O 1.679 -0.369 0.501 -0.215
```

Properties
LUMO: 0.8 eV
HOMO energy: -9.50 eV
HOMO-LUMO gap: 10.32 eV
Energy relative to the best compared isomer or geometry (same formula, charge and spin): 141.9 kcal/mol


Record 5
Below is a structure of composition C9H12GaI2O7S2Tl, with properties calculated with ωB97M-V with the def2-TZVPD basis set.

```
34
Properties=species:S:1:pos:R:3:lowdin_charge:R:1
I -2.696 3.100 1.305 0.963
I -3.744 0.816 0.270 0.920
Ga -1.124 -0.047 -0.380 0.140
Tl 1.732 0.996 2.430 0.992
S 0.282 1.739 -0.315 0.854
C 3.642 0.135 0.114 -0.012
C 2.223 -1.858 1.702 -0.078
C 0.220 2.710 -1.863 -0.860
C -1.205 2.880 -2.355 -0.076
C 1.082 1.979 -2.886 -0.022
C 0.819 4.065 -1.504 -0.060
C -0.924 -2.078 -0.310 -0.049
C -0.794 -0.823 -2.738 0.069
O 2.690 -2.860 1.400 0.159
O 4.216 0.012 -0.866 0.129
O -0.593 -3.156 -0.595 0.309
O -0.583 -1.582 -3.570 0.260
H -1.168 3.496 -3.265 0.144
H -1.815 3.381 -1.595 0.046
H -1.672 1.920 -2.598 0.069
H 1.148 2.599 -3.790 0.151
H 0.643 1.011 -3.144 0.055
H 2.089 1.818 -2.490 0.107
H 0.848 4.696 -2.401 0.138
H 1.839 3.954 -1.118 0.113
H 0.203 4.561 -0.743 0.096
C -1.503 -0.840 3.863 -0.064
S -0.858 -1.535 2.354 0.504
O 0.273 -2.401 2.646 -0.272
O -1.932 -2.145 1.563 -0.295
O -0.372 -0.272 1.588 -0.706
H -1.677 -1.662 4.568 0.119
H -2.434 -0.321 3.623 0.076
H -0.765 -0.139 4.270 0.081
```

Properties
LUMO (alpha / beta): -18.0 / -19.4 eV
HOMO energy (alpha / beta): -22.74 / -22.74 eV
Net charge: +4
HOMO-LUMO gap (alpha / beta): 4.70 / 3.36 eV